Entry from the Open Molecules 2025 dataset: C11H23GaP2 as an isolated structure (ωB97M-V/def2-TZVPD).

```
37
Properties=species:S:1:pos:R:3:lowdin_charge:R:1
C -3.1484 2.1606 -1.0733 -0.22
C -1.9335 2.7225 -1.5801 -0.14
C -1.3340 1.7130 -2.3986 -0.23
C -2.2543 0.5908 -2.5195 -0.22
C -3.3725 0.8667 -1.7029 -0.21
Ga -1.5099 0.8214 -0.3579 0.18
P -2.0444 0.4807 1.7615 0.66
H -3.8531 2.6651 -0.4087 0.11
H -1.5248 3.7070 -1.3531 0.11
H -0.3896 1.8108 -2.9384 0.10
H -4.2460 0.2293 -1.5590 0.11
H -2.0975 -0.3007 -3.1282 0.11
H -3.1331 -0.3736 2.1313 -0.08
H -2.4415 1.5618 2.6129 -0.10
H -1.0870 -0.0829 2.6568 -0.12
C 1.5939 -0.2199 2.8969 -0.19
C 1.9883 -0.0731 1.4325 -0.45
P 0.5531 -0.1647 0.2654 0.73
C 1.4618 0.4393 -1.2277 -0.43
C 2.8621 -0.1352 -1.4540 -0.17
C 0.0048 -1.9089 0.5099 -0.42
C 1.1279 -2.9421 0.4641 -0.16
H 0.9209 0.6101 3.1948 0.06
H 2.5030 -0.1483 3.5302 0.07
H 1.1101 -1.1977 3.0892 0.06
H 2.4559 0.9273 1.3281 0.09
H 2.7535 -0.8343 1.1864 0.06
H 0.8632 0.1582 -2.1141 0.06
H 1.5459 1.5458 -1.1692 0.09
H 2.8330 -1.2382 -1.5286 0.06
H 3.2620 0.2668 -2.4095 0.07
H 3.5703 0.1748 -0.6622 0.06
H -0.5330 -2.0132 1.4730 0.06
H -0.7056 -2.1519 -0.3085 0.07
H 1.8353 -2.8210 1.3062 0.06
H 0.6905 -3.9586 0.5536 0.08
H 1.6725 -2.8876 -0.4994 0.07
```

orbital gap = 0.1763 Eh
energy = -82727.8275 eV
LUMO = 0.46 eV
total charge = 0
highest occupied orbital energy = -4.34 eV


Entry from the Open Molecules 2025 dataset: a 3-piece molecular cluster, C11H23N2O5P overall (ωB97M-V/def2-TZVPD).

```
42
Properties=species:S:1:pos:R:3:lowdin_charge:R:1
C -4.0735 -1.6324 -1.6956 0.02
C -4.1899 -2.5754 -0.7631 -0.21
O -3.9667 -2.2897 0.5869 -0.02
C -3.0243 -3.1184 1.1400 -0.65
O -3.3057 -4.2270 1.4231 0.16
O -1.7649 -2.6905 1.4410 -0.19
P -1.2087 -1.4183 0.4224 0.96
C -0.4430 -0.0289 1.4035 -0.29
C 0.0199 -2.1327 -0.7993 -0.26
H -3.7975 -1.9451 -2.7128 0.07
H -4.2730 -0.5672 -1.5169 0.07
H -4.5226 -3.5697 -1.1024 0.13
H -0.2149 -0.3032 2.4508 0.04
H -1.1464 0.8165 1.3773 0.03
H 0.5003 0.2805 0.9053 0.04
H 0.3043 -3.1834 -0.5686 0.04
H 0.9068 -1.4719 -0.8781 0.02
H -0.4757 -2.1539 -1.7884 0.02
C 2.0204 -0.0998 -3.2107 -0.02
C 0.7356 -0.2378 -3.9883 -0.56
O -0.3479 0.0626 -3.5122 0.02
N 0.8132 -0.7152 -5.2603 0.00
C 1.9947 -1.1227 -5.9961 -0.08
H 1.8023 0.2901 -2.2198 0.07
H 2.4997 -1.0746 -3.1020 0.09
H 2.6944 0.5948 -3.7150 0.08
H -0.0828 -0.7803 -5.7184 0.14
H 2.0744 -0.5120 -6.8974 0.08
H 1.8830 -2.1688 -6.2873 0.08
H 2.8985 -1.0096 -5.4054 0.07
C 0.0292 2.5626 5.1755 -0.01
C 0.7657 2.7206 3.8695 -0.53
O 0.3592 2.2209 2.8313 0.01
N 1.9160 3.4464 3.8732 0.00
C 2.5546 4.1113 4.9929 -0.08
H -0.8624 1.9625 5.0128 0.08
H 0.6609 2.0546 5.9063 0.09
H -0.2743 3.5384 5.5584 0.09
H 2.3525 3.5091 2.9664 0.14
H 2.6309 5.1773 4.7705 0.08
H 3.5597 3.7036 5.1159 0.08
H 1.9978 3.9764 5.9148 0.07
```

orbital gap = 0.2930 Eh
energy = -34284.9365 eV
LUMO = 0.69 eV
total charge = 0
SMILES = C=COC(=O)OP(C)C.CNC(C)=O.CNC(C)=O
highest occupied orbital energy = -7.28 eV


Entry from the Open Molecules 2025 dataset: C11H23N2O5P2Sr as an isolated structure (ωB97M-V/def2-TZVPD).

```
44
Properties=species:S:1:pos:R:3:lowdin_charge:R:1
Sr -0.1356 0.5979 1.6644 1.31
P 2.5368 -1.0650 1.2669 0.75
C 2.4168 -1.2136 -0.4884 -0.33
C 1.2010 -1.4565 -1.1671 -0.39
N 0.0477 -0.9728 -0.5587 -0.01
C -1.0958 -1.1617 -1.2388 -0.37
C -1.2563 -2.0586 -2.3142 -0.08
C -0.1302 -2.6275 -2.9008 -0.07
C 1.1104 -2.3008 -2.3315 -0.03
C -2.4218 -0.5743 -0.7315 -0.30
P -2.5892 1.1230 0.0507 0.79
H 2.0203 -2.5868 -2.8916 0.12
H -2.2854 -2.3014 -2.5865 0.11
H -0.2936 -3.3184 -3.7443 0.12
H -3.1130 -0.5064 -1.5994 0.09
H -2.8246 -1.2720 0.0386 0.10
H 2.5650 3.5873 -1.9903 -0.02
H 3.2991 -1.4886 -1.0993 0.07
H -1.2160 3.3444 -0.9247 0.12
O 3.4050 3.2987 -1.6874 -0.06
H 3.9444 3.6827 -2.4287 0.07
H -0.2047 2.7603 0.2591 0.11
O -0.8980 3.4638 0.0159 0.15
H -0.5549 4.3974 0.1625 0.21
C -2.8991 2.1063 -1.4685 -0.30
H -3.8003 1.7247 -1.9848 0.07
H -3.1209 3.1637 -1.2428 0.05
H -2.0750 2.0246 -2.1977 0.06
C -4.3121 1.0973 0.7084 -0.26
H -4.4094 1.9627 1.3852 0.05
H -5.0890 1.1774 -0.0737 0.06
H -4.4789 0.1809 1.2974 0.06
C 2.1227 -2.7414 1.8936 -0.26
H 2.9948 -3.4031 1.8966 0.05
H 1.7407 -2.7004 2.9089 0.02
H 1.3387 -3.2137 1.2979 0.04
C 4.3422 -0.9027 1.3674 -0.30
H 4.6037 -0.5143 2.3556 0.03
H 4.9274 -1.8164 1.2111 0.05
H 4.6912 -0.1508 0.6518 0.04
O 0.3888 -0.1570 5.4597 0.13
N -0.0183 0.1517 4.3638 -0.53
O 0.0231 1.3791 3.9016 -0.25
O -0.4978 -0.7199 3.4934 -0.28
```

orbital gap (alpha / beta) = 0.1082 / 0.1080 Eh
energy = -44398.5135 eV
LUMO (alpha / beta) = -5.45 / -5.45 eV
total charge = +1
highest occupied orbital energy (alpha / beta) = -8.39 / -8.39 eV


Entry from the Open Molecules 2025 dataset: a 2-piece molecular cluster, C11H23N5O3 overall (ωB97M-V/def2-TZVPD).

```
42
Properties=species:S:1:pos:R:3:lowdin_charge:R:1
C -1.9799 2.5842 -0.2075 -0.16
N -1.5562 2.7296 1.2655 -0.15
C -1.2182 1.3804 1.8590 -0.22
C 0.3449 0.9173 1.6895 -0.22
C 1.1369 1.2873 0.2631 -0.10
N 1.8765 -0.0608 0.1280 0.03
C 0.7069 -1.0246 0.2807 -0.10
N 0.1893 -1.9589 -0.5816 0.10
C 0.8018 -2.2202 -1.9383 -0.05
C -0.2164 -1.8564 -3.2113 -0.22
O -0.1801 -2.7587 -4.2310 -0.03
N -1.0930 -0.6236 -3.2443 -0.22
C -1.0366 0.1073 -4.5675 -0.11
C -2.5534 -1.0044 -3.0084 -0.12
N 0.1973 -0.6191 1.6800 0.04
H -2.2429 1.4593 -0.4627 0.07
H -1.0619 2.9608 -0.8354 0.07
H -2.9019 3.3128 -0.3818 0.10
H -2.4609 3.0110 1.7451 0.10
H -1.4213 1.4448 3.0333 0.14
H -1.9396 0.5115 1.4769 0.12
H 1.0082 1.3854 2.5636 0.17
H 1.7681 2.2717 0.2221 0.14
H 0.4299 1.2172 -0.6965 0.11
H 2.4710 -0.1531 -0.7235 0.11
H -0.6636 -2.4976 -0.2524 0.19
H 1.7973 -1.6471 -2.1584 0.14
H 1.0858 -3.3797 -1.9546 0.16
H -2.1594 0.3263 -4.9028 0.10
H -0.5188 1.1523 -4.4468 0.09
H -0.4790 -0.4586 -5.4267 0.10
H -2.6227 -1.8277 -2.1555 0.10
H -3.1360 -0.0325 -2.6329 0.11
H -3.0701 -1.4323 -3.9911 0.11
H 0.9081 -0.9345 2.4042 0.06
C 3.1174 0.0610 4.7895 -0.06
C 2.4328 -1.2944 4.7514 -0.74
O 2.8406 -2.1287 5.6065 -0.06
O 1.5402 -1.4120 3.8658 -0.11
H 3.8781 0.1008 5.5750 0.06
H 3.6018 0.2593 3.8287 0.06
H 2.3789 0.8446 4.9833 0.06
```

orbital gap = 0.2055 Eh
energy = -25364.3528 eV
LUMO = -1.42 eV
total charge = 0
highest occupied orbital energy = -7.01 eV


What did the first record say?
Entry from the Open Molecules 2025 dataset: C11H23GaP2 as an isolated structure (ωB97M-V/def2-TZVPD).

```
37
Properties=species:S:1:pos:R:3:lowdin_charge:R:1
C -3.1484 2.1606 -1.0733 -0.22
C -1.9335 2.7225 -1.5801 -0.14
C -1.3340 1.7130 -2.3986 -0.23
C -2.2543 0.5908 -2.5195 -0.22
C -3.3725 0.8667 -1.7029 -0.21
Ga -1.5099 0.8214 -0.3579 0.18
P -2.0444 0.4807 1.7615 0.66
H -3.8531 2.6651 -0.4087 0.11
H -1.5248 3.7070 -1.3531 0.11
H -0.3896 1.8108 -2.9384 0.10
H -4.2460 0.2293 -1.5590 0.11
H -2.0975 -0.3007 -3.1282 0.11
H -3.1331 -0.3736 2.1313 -0.08
H -2.4415 1.5618 2.6129 -0.10
H -1.0870 -0.0829 2.6568 -0.12
C 1.5939 -0.2199 2.8969 -0.19
C 1.9883 -0.0731 1.4325 -0.45
P 0.5531 -0.1647 0.2654 0.73
C 1.4618 0.4393 -1.2277 -0.43
C 2.8621 -0.1352 -1.4540 -0.17
C 0.0048 -1.9089 0.5099 -0.42
C 1.1279 -2.9421 0.4641 -0.16
H 0.9209 0.6101 3.1948 0.06
H 2.5030 -0.1483 3.5302 0.07
H 1.1101 -1.1977 3.0892 0.06
H 2.4559 0.9273 1.3281 0.09
H 2.7535 -0.8343 1.1864 0.06
H 0.8632 0.1582 -2.1141 0.06
H 1.5459 1.5458 -1.1692 0.09
H 2.8330 -1.2382 -1.5286 0.06
H 3.2620 0.2668 -2.4095 0.07
H 3.5703 0.1748 -0.6622 0.06
H -0.5330 -2.0132 1.4730 0.06
H -0.7056 -2.1519 -0.3085 0.07
H 1.8353 -2.8210 1.3062 0.06
H 0.6905 -3.9586 0.5536 0.08
H 1.6725 -2.8876 -0.4994 0.07
```

orbital gap = 0.1763 Eh
energy = -82727.8275 eV
LUMO = 0.46 eV
total charge = 0
highest occupied orbital energy = -4.34 eV